Computed, not measured: C62H76N5O4PReS2 as an isolated structure, with ωB97M-V/def2-TZVPD.

Structure (XYZ):
```
151
Properties=species:S:1:pos:R:3
Re -0.586 0.819 1.213
S -1.338 -6.409 0.112
S -1.543 -3.349 1.344
P -1.343 -5.290 1.748
O -2.310 -0.224 1.100
O 0.432 -4.794 -3.138
O -1.817 2.466 1.124
O 1.028 -0.370 0.987
N 1.036 2.240 1.873
N -3.731 -1.537 -4.837
N -4.302 -0.791 -4.027
N -0.576 0.583 3.427
N -0.827 0.595 -0.878
C 0.022 0.861 -1.856
C 1.686 -4.761 -3.784
C 0.475 3.570 2.214
C -3.796 -0.583 -2.740
C -3.709 4.044 -0.633
C -5.005 -6.426 3.147
C 2.066 2.420 0.839
C 0.192 5.462 0.622
C -4.647 -0.697 -1.656
C -0.500 -3.328 -4.831
C 0.657 -4.635 3.623
C 6.650 -0.521 -2.245
C -2.726 -3.073 -3.197
C -4.180 -0.619 -0.347
C -1.530 0.159 -3.542
C 3.152 -3.522 -1.272
C 3.953 1.399 -0.320
C -0.270 4.252 1.110
C 1.831 -4.868 4.324
C 2.269 -2.572 -0.458
C -4.566 5.247 -1.050
C 0.901 -2.505 -1.162
C -1.698 -3.906 -2.822
C -0.292 0.646 -3.198
C -2.723 -5.723 2.877
C 0.869 -6.785 2.564
C -0.053 7.499 -0.904
C -3.507 3.130 -1.848
C 0.168 -5.598 2.746
C 6.941 1.367 -0.660
C -2.862 -0.280 -0.098
C 4.075 -0.872 -0.958
C -3.820 -5.457 5.001
C 1.624 1.646 3.094
C -1.886 1.047 3.931
C -0.476 -0.880 3.658
C -2.666 -2.363 -4.406
C 2.735 1.172 0.307
C 2.530 -6.052 4.137
C -1.484 3.689 0.687
C 2.052 -7.009 3.254
C -4.980 -6.001 4.467
C -1.798 5.680 -0.623
C -1.567 -2.540 -5.236
C -3.875 -6.291 2.352
C -0.549 6.195 -0.288
C -4.504 3.283 0.442
C 5.971 0.717 -1.658
C 1.262 7.971 -0.278
C 2.104 -3.188 0.941
C -2.450 -0.169 -2.529
C 0.541 1.283 4.102
C 2.170 -0.116 0.328
C 2.862 -1.161 -0.350
C -2.314 4.477 -0.156
C -2.037 0.051 -1.201
C 5.669 1.694 -2.807
C -2.693 -5.314 4.207
C 4.656 0.391 -0.955
C 0.180 7.273 -2.405
C -0.554 -4.009 -3.618
C -1.097 8.608 -0.705
H 1.286 4.220 2.559
H 0.177 -1.967 -0.559
H 0.370 -3.402 -5.469
H 3.069 -3.259 1.451
H -4.463 2.762 -2.227
H 6.027 -0.992 -3.007
H -5.683 -0.947 -1.847
H 0.438 0.895 -3.955
H 7.142 0.683 0.166
H 2.602 -7.928 3.097
H -4.579 6.009 -0.270
H 0.502 -1.234 3.333
H 2.354 -5.357 -3.168
H -3.799 -5.129 6.033
H -2.898 2.281 -1.558
H -2.411 6.255 -1.303
H -1.787 -4.881 4.612
H -4.690 3.924 1.307
H -4.834 -0.836 0.487
H 3.461 -6.216 4.665
H 1.147 8.151 0.792
H -2.017 8.395 -1.250
H 0.506 -3.511 -1.316
H -3.878 -6.621 1.321
H 7.591 -0.229 -2.713
H -2.668 0.473 3.438
H 0.943 6.507 -2.559
H -2.038 2.096 3.678
H -0.223 3.429 3.039
H 1.579 2.940 0.009
H 4.948 1.248 -3.495
H 2.206 -4.121 5.014
H -1.963 0.914 5.014
H 0.163 2.178 4.595
H 0.985 1.270 -1.579
H 4.131 -3.664 -0.811
H 1.685 -4.190 0.851
H -5.589 4.913 -1.222
H 0.488 -7.522 1.868
H 6.873 -1.254 -1.468
H -1.799 0.058 -4.583
H 0.979 0.649 4.876
H -1.342 8.713 0.353
H -3.600 -2.988 -2.566
H 1.143 5.829 0.988
H -4.214 5.699 -1.978
H 7.887 1.605 -1.149
H -5.465 2.976 0.025
H 2.164 0.748 2.797
H 0.515 8.195 -2.885
H 3.288 -3.172 -2.299
H -2.998 3.664 -2.654
H 6.579 1.930 -3.361
H 2.070 -3.738 -3.850
H 5.244 2.626 -2.434
H 2.339 2.341 3.547
H -1.229 -1.404 3.068
H 0.126 -3.697 3.734
H 2.062 7.245 -0.432
H 6.534 2.289 -0.245
H -3.982 2.393 0.771
H 1.571 8.907 -0.745
H -0.620 -1.111 4.719
H 2.847 3.090 1.223
H 4.342 2.411 -0.314
H -0.736 6.943 -2.897
H 1.426 -2.598 1.548
H 0.994 -2.010 -2.134
H 1.640 -5.196 -4.787
H 4.592 -1.668 -1.473
H -5.911 -6.849 2.731
H -1.739 -4.466 -1.895
H -1.529 -2.015 -6.183
H -5.866 -6.096 5.082
H 2.661 -4.495 -1.311
H -0.705 9.560 -1.065
```

The spin multiplicity is 2. For the HOMO-LUMO gap (alpha / beta), the calculation gives 4.57 / 4.70 eV. As for the expectation value of S²: 0.85.